A 9-piece molecular cluster, C17H35I2N9O20 overall in a non-equilibrium geometry, computed with ωB97M-V/def2-TZVPD.

- HOMO level: -8.613 eV
- Frontier orbital gap: 8.49 eV
- Calculated total energy: -3260.9923 a.u.
- Max |F|: 1.7 eV Å⁻¹
- Molar mass: 939.32 g mol⁻¹
- SMILES string: C/C(I)=C(\I)[C@H]1OC(=O)O[C@H]1CCC(N)=O.C[N+](=O)[O-].C[N+](=O)[O-].C[N+](=O)[O-].C[N+](=O)[O-].C[N+](=O)[O-].C[N+](=O)[O-].C[N+](=O)[O-].C[N+](=O)[O-]

Structure (ORCA input):
```
! wB97M-V def2-TZVPD RIJCOSX def2/J DEFGRID3
* xyz 0 1
C -2.20 0.90 -2.39
C -1.66 0.40 -1.09
I 0.28 -0.40 -1.31
C -2.27 0.41 0.10
I -4.20 1.25 0.23
C -1.86 -0.14 1.44
O -1.25 -1.46 1.48
C -1.04 -1.66 2.80
O -0.94 -2.74 3.34
O -0.97 -0.47 3.46
C -0.94 0.57 2.43
C 0.52 0.73 2.05
C 1.40 1.08 3.26
C 1.68 2.54 3.42
N 2.26 2.93 4.67
O 1.47 3.33 2.52
H -3.28 0.80 -2.44
H -1.93 1.95 -2.48
H -1.76 0.37 -3.23
H -2.78 -0.27 2.00
H -1.31 1.54 2.78
H 0.67 1.47 1.26
H 0.89 -0.21 1.64
H 1.04 0.66 4.20
H 2.38 0.62 3.09
H 1.57 3.50 5.16
H 3.05 3.52 4.42
C 6.03 1.88 3.72
N 6.04 3.36 3.96
O 4.96 3.92 4.00
O 7.11 3.90 4.09
H 5.01 1.55 3.63
H 6.59 1.70 2.80
H 6.52 1.42 4.56
C 3.81 -1.47 0.38
N 4.29 -0.11 0.73
O 3.50 0.81 0.71
O 5.46 0.00 1.02
H 2.75 -1.43 0.14
H 4.38 -1.81 -0.48
H 3.99 -2.11 1.24
C -6.74 -2.74 -1.04
N -6.20 -1.74 -1.99
O -5.06 -1.34 -1.83
O -6.93 -1.37 -2.89
H -5.96 -2.97 -0.32
H -7.61 -2.31 -0.57
H -7.01 -3.61 -1.63
C 6.50 -3.50 -3.56
N 5.47 -3.08 -2.56
O 4.92 -3.94 -1.91
O 5.26 -1.89 -2.46
H 6.58 -4.58 -3.53
H 6.16 -3.14 -4.53
H 7.43 -3.02 -3.28
C -9.89 -4.40 -4.48
N -9.25 -4.22 -3.15
O -8.30 -4.93 -2.88
O -9.72 -3.38 -2.43
H -9.36 -5.18 -5.01
H -10.93 -4.66 -4.31
H -9.82 -3.45 -5.00
C 2.84 -1.98 5.44
N 3.88 -0.95 5.18
O 4.93 -1.30 4.67
O 3.61 0.19 5.50
H 3.22 -2.94 5.10
H 2.64 -1.98 6.50
H 1.95 -1.69 4.88
C -0.18 5.54 -0.32
N -0.59 4.58 -1.36
O -0.39 4.87 -2.52
O -1.12 3.54 -1.01
H 0.26 6.40 -0.81
H -1.07 5.81 0.24
H 0.53 5.04 0.33
C -1.57 2.24 -6.61
N -1.01 0.87 -6.45
O -0.14 0.51 -7.21
O -1.48 0.20 -5.55
H -1.06 2.72 -7.44
H -2.63 2.14 -6.79
H -1.39 2.77 -5.68
*
```

Löwdin population analysis, charges in e, atoms 1 to 4: atom 1 (C): -0.211, atom 2 (C): -0.755, atom 3 (I): 1.049, atom 4 (C): -0.654